Here is one molecule with the formula C5H5IO2 from the OMol25 dataset. Energies are from ωB97M-V/def2-TZVPD.

relative energy (zero: lowest compared OMol25 entry of this formula, charge and spin): 9.7 kcal/mol
SMILES: C#C[C@@H](I)OC(C)=O
orbital gap: 0.3484 hartree
energy: -641.60309 hartree
total charge: 0

Structure (XYZ):
```
13
C5H5IO2 ωB97M-V/def2-TZVPD
C -0.881 -2.833 0.405
C -0.985 -1.762 -0.187
C -1.108 -0.523 -0.890
I -2.864 0.527 -0.109
O -0.029 0.362 -0.857
C 0.471 0.791 0.345
C 1.616 1.733 0.163
O 0.006 0.429 1.404
H -0.629 -3.657 1.022
H -1.209 -0.852 -1.874
H 1.697 2.313 1.110
H 2.551 1.127 0.300
H 1.364 2.346 -0.833
```

***

Here is C13H33AgAsCl2O7P2 as an isolated structure from the OMol25 dataset. Energies are from ωB97M-V/def2-TZVPD.

relative energy (zero: lowest compared OMol25 entry of this formula, charge and spin): 0.0 kcal/mol
orbital gap: 0.2929 hartree
energy: -5027.93114 hartree
total charge: -1

Structure (XYZ):
```
59
C13H33AgAsCl2O7P2 ωB97M-V/def2-TZVPD
Ag -2.218 -0.641 0.761
C 0.472 2.030 2.825
C -0.182 0.962 3.705
O 0.271 1.123 5.053
P 0.405 -0.663 3.167
O -0.224 -1.791 4.069
O 1.936 -0.679 3.623
O 0.253 -0.856 1.713
P -2.012 1.205 3.617
O -2.659 0.032 4.492
O -2.231 2.501 4.297
O -2.382 1.000 2.162
H 1.558 1.985 2.933
H 0.114 3.008 3.149
H 0.211 1.885 1.779
H -0.397 1.670 5.495
H -1.056 -2.154 3.671
H 2.016 -0.366 4.535
H -2.920 -0.737 3.946
Cl -2.806 -2.440 2.544
C -2.418 -2.213 -0.556
Cl -2.085 -2.353 -2.292
H -3.446 -2.536 -0.399
H -1.707 -2.871 -0.056
C 1.929 -2.195 -3.719
C 1.964 -0.806 -3.098
As 1.236 -0.870 -1.260
C 2.680 -1.897 -0.393
C 4.115 -1.460 -0.631
C 1.719 0.944 -0.620
C 2.664 1.783 -1.463
H 2.250 -2.184 -4.764
H 0.924 -2.618 -3.681
H 2.589 -2.882 -3.184
H 1.323 -0.123 -3.663
H 2.974 -0.391 -3.126
H 2.531 -2.938 -0.697
H 2.429 -1.855 0.667
H 4.376 -1.457 -1.692
H 4.816 -2.128 -0.125
H 4.293 -0.455 -0.245
H 2.107 0.795 0.388
H 0.769 1.470 -0.495
H 3.635 1.304 -1.594
H 2.837 2.757 -0.998
H 2.259 1.967 -2.459
C -1.888 2.160 -2.656
C -2.408 0.836 -2.080
C -3.794 0.528 -2.631
C -2.425 0.919 -0.578
H -1.887 2.130 -3.747
H -0.871 2.363 -2.323
H -2.516 2.997 -2.343
H -1.711 0.054 -2.397
H -4.461 1.373 -2.443
H -4.225 -0.352 -2.155
H -3.770 0.350 -3.705
H -3.364 1.305 -0.171
H -1.588 1.475 -0.152
```

***

Here is a 3-piece molecular cluster, C5H15N2O3 overall from the OMol25 dataset. Energies are from ωB97M-V/def2-TZVPD.

relative energy (zero: lowest compared OMol25 entry of this formula, charge and spin): 105.4 kcal/mol
orbital gap: 0.3506 hartree
energy: -534.37768 hartree
total charge: +1

Structure (XYZ):
```
25
C5H15N2O3 ωB97M-V/def2-TZVPD
C -2.025 0.409 -1.169
C 1.244 1.694 1.231
C 2.284 -2.088 -0.135
C -1.858 -0.973 0.915
C 0.719 -0.532 0.851
N -1.972 -2.222 1.390
N -0.344 2.299 -3.132
O -1.876 -0.868 -0.368
O 1.668 0.362 0.940
O 0.978 -1.751 0.395
H -3.094 0.242 -1.632
H -1.232 0.480 -1.953
H -1.936 1.282 -0.512
H 2.003 2.245 1.608
H 0.414 1.591 1.967
H 0.890 2.156 0.309
H 2.688 -1.250 -0.664
H 2.180 -2.809 -0.798
H 2.866 -2.457 0.729
H -1.868 -0.174 1.657
H -1.677 -2.450 2.293
H 0.263 3.129 -3.207
H -1.237 2.547 -3.498
H -1.692 -2.970 0.787
H 0.056 1.642 -3.829
```

***

Here is one molecule with the formula C2HIN2OS from the OMol25 dataset. Energies are from ωB97M-V/def2-TZVPD.

relative energy (zero: lowest compared OMol25 entry of this formula, charge and spin): 99.8 kcal/mol
orbital gap: 0.2898 hartree
energy: -957.29333 hartree
total charge: 0

Structure (XYZ):
```
8
C2HIN2OS ωB97M-V/def2-TZVPD
C 0.242 -0.104 -0.201
C -0.538 -0.600 0.922
N 1.223 2.667 -0.571
N -0.868 -0.971 -0.282
O -0.747 -0.687 2.093
S 0.028 1.877 -0.332
I 2.166 -0.940 -0.664
H -1.505 -1.241 -0.964
```